# 1
Molecular formula: C3H4FN3
Method: DFT, the ωB97M-V functional and the def2-TZVPD basis

```
! RIJCOSX wB97M-V def2-TZVPD def2/J DEFGRID3
* xyz 0 1
N 1.85053 -0.98185 0.01249
C 0.41727 -0.58254 -0.28331
N -0.68934 -1.35799 -0.09126
N -1.62434 -0.45911 0.17518
C -1.26712 0.86275 0.04941
C 0.03476 0.74690 -0.10808
F 0.92442 1.62944 -0.00747
H 1.98776 -1.74537 0.86176
H 2.54262 -0.13815 0.42710
H -2.60243 -0.91014 -0.18235
H -2.11511 1.55877 0.33765
*
```

Summary:
HOMO-LUMO gap = 9.512 eV
Energy above the lowest of the compared OMol25 structures with the same formula, charge and spin = 77.0 kcal/mol
SMILES string = Nc1n[nH]cc1F
Highest occupied orbital energy = -8.59 eV

# 2
Molecular formula: C28H36FeN4
Method: DFT, the ωB97M-V functional and the def2-TZVPD basis

```
! RIJCOSX wB97M-V def2-TZVPD def2/J DEFGRID3
* xyz -1 6
Fe -0.76972 -0.55976 -0.10185
N -4.86801 -0.45938 -0.16548
N -1.15054 2.16614 1.11601
C 0.64555 -1.36539 -1.22358
C -0.28435 -0.62904 -2.07746
C -1.57599 -1.27230 -1.98235
C -2.82633 -0.91562 -2.75220
H -2.67026 -0.02844 -3.38067
H -3.68299 -0.70246 -2.07698
H -3.14809 -1.74797 -3.38760
C -1.47896 -2.36788 -1.06777
C -2.64147 -3.25329 -0.68674
H -2.90208 -3.93292 -1.51826
H -3.55700 -2.67122 -0.45095
H -2.40112 -3.88543 0.18471
C -0.12077 -2.45032 -0.60985
C 0.48231 -3.57812 0.15373
H -0.25095 -4.04529 0.82722
H 1.35520 -3.24495 0.73582
H 0.82339 -4.34855 -0.55633
C 0.09101 0.45782 -3.03152
H 0.33927 0.02663 -4.01498
H 0.97088 1.01560 -2.68040
H -0.73170 1.17269 -3.18009
C 2.12961 -1.27184 -1.26404
H 2.57266 -1.63247 -0.32530
H 2.46690 -0.23713 -1.41451
H 2.51992 -1.88394 -2.09470
C -5.91411 -0.68302 0.60577
H -6.71835 -1.26512 0.10361
C -5.98505 -0.24026 1.95839
H -6.89451 -0.49068 2.50633
C -4.91997 0.50982 2.51342
H -4.98285 0.85991 3.56249
C -3.82656 0.75161 1.69597
H -2.97763 1.37254 2.02370
C -3.74655 0.12089 0.39038
C -2.63102 0.04509 -0.47748
H -2.65618 0.94124 -1.18682
C -0.20489 1.25886 0.73252
C -0.72442 3.33224 0.56735
H -1.50239 4.03537 0.22899
C 0.62788 3.42558 0.56165
H 1.26879 4.35635 0.62783
N 1.03047 2.08076 0.69354
C 2.35994 1.66659 0.65765
C 3.20481 2.33111 -0.26322
C 4.59262 2.01641 -0.27082
H 5.21800 2.55958 -0.97632
C 5.09600 1.05038 0.60457
C 6.56582 0.73706 0.59827
H 6.74673 -0.31937 0.82053
H 7.11860 1.32294 1.34621
H 7.01371 0.96252 -0.37685
C 4.24844 0.37671 1.50685
H 4.61762 -0.37947 2.17909
C 2.85747 0.69596 1.55856
C 1.93662 0.00523 2.53268
H 1.23936 0.67241 3.07388
H 2.52767 -0.50921 3.29036
H 1.31614 -0.77392 2.04528
C 2.64549 3.31830 -1.25310
H 2.30001 4.25364 -0.78369
H 1.81994 2.92695 -1.88057
H 3.45496 3.59717 -1.92237
N -1.30120 -1.24823 1.61979
H -0.61221 -1.90973 1.96668
H -1.33002 -0.41505 2.20678
H -2.21557 -1.70433 1.63821
*
```

Summary:
HOMO-LUMO gap (spin up / spin down) = 4.183 / 6.177 eV
Energy above the lowest of the compared OMol25 structures with the same formula, charge and spin = 6.1 kcal/mol
Highest occupied orbital energy (spin up / spin down) = -1.46 / -3.47 eV

# 3
Molecular formula: C30H43F5OP2Ti
Method: DFT, the ωB97M-V functional and the def2-TZVPD basis

```
! RIJCOSX wB97M-V def2-TZVPD def2/J DEFGRID3
* xyz 1 2
Ti -0.44965 0.09158 -0.74928
C -0.41715 -0.12336 1.53666
C -1.71745 0.22983 1.01071
C -1.07872 -1.81682 0.05765
C -0.01453 -1.36704 0.92414
C -2.15662 -0.84214 0.13462
C 0.34109 0.57476 2.59956
H -0.01704 1.59611 2.75035
H 1.41076 0.61295 2.35347
H 0.25685 0.02789 3.54913
C 1.25142 -2.08683 1.19628
H 2.08592 -1.37551 1.24700
H 1.46890 -2.82419 0.41837
H 1.20900 -2.61261 2.16228
C -1.06526 -3.04484 -0.78028
H -1.59121 -3.87513 -0.29058
H -0.03760 -3.37341 -0.96025
H -1.54991 -2.87655 -1.74873
C -3.46344 -0.93359 -0.56761
H -4.07967 -1.74151 -0.14672
H -3.35739 -1.15004 -1.63999
H -4.03493 -0.00578 -0.47282
C -2.53609 1.41163 1.38467
H -3.29370 1.11118 2.12656
H -3.07187 1.84087 0.52628
H -1.92284 2.20463 1.82989
C 1.50855 1.15412 -1.24598
C 0.87363 2.04384 -0.37833
C -0.00725 3.19964 -0.76656
C -0.97887 2.98520 -1.94360
C -1.66090 1.64404 -2.03167
C -1.21142 0.56991 -2.81151
C 0.17939 0.33074 -3.34567
C 1.38179 1.12704 -2.75462
H 0.63061 4.07320 -1.00310
H -0.46608 3.20429 -2.89768
H -0.58478 3.51467 0.12230
H 1.39404 2.15327 -3.16091
H 2.32599 0.55582 -0.82051
H 1.30335 2.11220 0.62582
H 2.29610 0.64215 -3.14470
H 0.42471 -0.74986 -3.31514
H -1.97375 -0.10214 -3.22119
H 0.14543 0.53061 -4.44709
H -1.77547 3.75070 -1.86126
H -2.72285 1.63702 -1.75396
P 0.89782 2.04630 -5.93865
P -0.90237 -0.11346 -7.13264
C 0.62505 2.16890 -7.79612
C 0.20642 0.81262 -8.35134
H 1.57360 2.51124 -8.23606
H -0.13335 2.95169 -7.96549
H -0.34036 0.93298 -9.29783
H 1.08025 0.16741 -8.54227
C -1.08630 -1.53970 -8.28291
H -1.83740 -2.22626 -7.87990
H -0.12427 -2.06493 -8.35158
H -1.38885 -1.21365 -9.28861
C -2.45428 0.79190 -7.56686
H -2.50697 1.00124 -8.64351
H -2.50332 1.73228 -7.00564
H -3.30350 0.16241 -7.27544
C 2.68574 1.61172 -6.02316
H 3.13744 1.66270 -5.02307
H 3.20216 2.29798 -6.71004
H 2.78371 0.58321 -6.40320
C 0.84651 3.84016 -5.57051
H -0.11143 4.24187 -5.93941
H 1.67501 4.36681 -6.06640
H 0.89805 4.00246 -4.48381
F 8.13063 1.21072 3.51026
C 6.90895 1.04025 2.98421
C 5.82784 0.71610 3.81980
F 6.03435 0.57852 5.14480
C 4.56977 0.54127 3.28430
F 3.51798 0.26696 4.08985
C 4.33022 0.64093 1.87503
O 3.19747 0.44769 1.36300
C 5.47069 0.97465 1.05914
F 5.27168 1.08589 -0.26491
C 6.71369 1.17435 1.60933
F 7.75776 1.49895 0.81917
*
```

Summary:
HOMO-LUMO gap (spin up / spin down) = 3.028 / 3.262 eV
Energy above the lowest of the compared OMol25 structures with the same formula, charge and spin = 1.2 kcal/mol
Highest occupied orbital energy (spin up / spin down) = -8.39 / -8.42 eV

# 4
Molecular formula: C3H6N
Method: DFT, the ωB97M-V functional and the def2-TZVPD basis

```
! RIJCOSX wB97M-V def2-TZVPD def2/J DEFGRID3
* xyz 2 2
C 0.42358 0.17032 0.54543
C 1.66287 -0.26075 0.61065
C -1.57300 0.40183 -0.71908
N -0.48603 -0.24534 -0.46105
H 0.26052 1.08529 1.09577
H 1.94810 -1.20935 -0.08983
H 2.27825 0.03291 1.36424
H -2.20868 0.00014 -1.47523
H -1.95672 1.27147 -0.18198
H -0.34890 -1.24652 -0.68892
*
```

Summary:
HOMO-LUMO gap (spin up / spin down) = 11.363 / 9.535 eV
Energy above the lowest of the compared OMol25 structures with the same formula, charge and spin = 13.2 kcal/mol
Highest occupied orbital energy (spin up / spin down) = -23.77 / -25.26 eV

# 5
Molecular formula: C5H7NO
Method: DFT, the ωB97M-V functional and the def2-TZVPD basis

```
! RIJCOSX wB97M-V def2-TZVPD def2/J DEFGRID3
* xyz 0 1
N 2.72363 0.13644 -0.29341
C 1.52609 -0.02260 0.05446
O 0.85579 -1.22027 0.27459
C -0.20310 -0.68235 -0.56799
C -1.50014 -0.47005 0.18998
C -0.89323 0.84370 0.75374
C 0.29188 0.75895 -0.25695
H 3.16187 -0.78435 -0.36252
H -0.08300 -1.11090 -1.56374
H -1.79389 -1.26162 0.88703
H -2.32418 -0.25271 -0.49625
H -0.61943 0.80595 1.80827
H -1.53041 1.71217 0.57452
H 0.38811 1.54764 -1.00172
*
```

Summary:
HOMO-LUMO gap = 11.019 eV
Energy above the lowest of the compared OMol25 structures with the same formula, charge and spin = 53.2 kcal/mol
Highest occupied orbital energy = -10.04 eV

# 6
Molecular formula: C22H17ClF3N3
Method: DFT, the ωB97M-V functional and the def2-TZVPD basis

```
! RIJCOSX wB97M-V def2-TZVPD def2/J DEFGRID3
* xyz 0 1
C -2.33923 0.17444 -1.93246
C -1.66160 1.23053 -2.79639
Cl -1.13493 2.53379 -1.70047
C -0.47966 0.61456 -3.36565
N 0.44037 0.04527 -3.80721
C -2.60524 1.84743 -3.92716
F -2.71349 3.17666 -3.78093
C -2.02711 1.61249 -5.25580
N -1.54701 1.48791 -6.30490
C -3.97631 1.25551 -3.90379
C -4.28735 0.13043 -4.59713
C -5.54187 -0.35399 -4.53427
N -6.55230 0.17768 -3.87108
C -6.20347 1.27066 -3.21958
C -4.97562 1.82559 -3.18953
H -1.57437 -0.23666 -1.29084
H -3.06813 0.65159 -1.29733
H -2.75349 -0.63064 -2.51471
H -3.54897 -0.37650 -5.18619
H -5.76114 -1.24247 -5.09676
H -6.98336 1.75894 -2.66525
H -4.80254 2.71152 -2.61442
F 0.45007 1.51489 0.56590
C 1.36059 0.51785 0.55711
C 2.20462 0.39574 -0.52785
C 3.13765 -0.63027 -0.53658
C 3.20855 -1.51808 0.52832
C 2.34709 -1.38007 1.60806
C 1.41606 -0.35154 1.62774
H 2.12711 1.09315 -1.35164
H 3.80897 -0.73656 -1.37745
H 3.93571 -2.31893 0.51663
H 2.39974 -2.07358 2.43304
H 0.73997 -0.22056 2.46263
F 3.61144 -3.06164 3.97762
C 3.76327 -2.11011 4.92301
C 4.96976 -1.44786 5.02075
C 5.11992 -0.46802 5.99018
C 4.07147 -0.16960 6.84924
C 2.86743 -0.84942 6.73594
C 2.70649 -1.82519 5.76342
H 5.77640 -1.69929 4.34511
H 6.05758 0.06363 6.07443
H 4.19352 0.59320 7.60611
H 2.05031 -0.62075 7.40615
H 1.77310 -2.36172 5.65398
*
```

Summary:
HOMO-LUMO gap = 9.329 eV
SMILES string = C[C@@](Cl)(C#N)[C@@](F)(C#N)c1ccncc1.Fc1ccccc1.Fc1ccccc1
Highest occupied orbital energy = -9.26 eV

# 7
Molecular formula: C4H8Cl6O
Method: DFT, the ωB97M-V functional and the def2-TZVPD basis

```
! RIJCOSX wB97M-V def2-TZVPD def2/J DEFGRID3
* xyz 0 1
Cl -2.92367 1.67186 -2.92523
C -3.10155 0.25449 -3.95093
Cl -4.78858 0.07317 -4.48578
Cl -2.58476 -1.22310 -3.07771
H -2.54875 0.40418 -4.87835
Cl -1.71410 1.81221 0.87797
C -1.76718 0.16668 0.17230
Cl -1.87908 -1.00897 1.53432
Cl -0.28112 -0.08673 -0.81529
H -2.68203 0.09143 -0.41548
C 1.81006 -0.49302 1.97342
C 3.27727 -0.31171 2.26999
O 4.02668 0.20590 1.16198
H 1.69603 -1.33575 1.29158
H 1.31396 0.34804 1.48907
H 1.28689 -0.77031 2.88857
H 3.72106 -1.24642 2.61276
H 3.34135 0.31104 3.16228
H 3.79745 1.13693 1.11460
*
```

Summary:
HOMO-LUMO gap = 10.705 eV
SMILES string = ClC(Cl)Cl.ClC(Cl)Cl.CCO
Highest occupied orbital energy = -10.28 eV

# 8
Molecular formula: C6H31O12
Method: DFT, the ωB97M-V functional and the def2-TZVPD basis

```
! RIJCOSX wB97M-V def2-TZVPD def2/J DEFGRID3
* xyz -1 1
O 0.96537 0.49524 2.31216
C -0.10389 1.08942 1.94013
O -1.19724 0.96249 2.51749
C 0.00726 2.03495 0.74548
C 0.10890 1.27906 -0.58705
C -1.14485 0.47781 -0.90687
C 0.45782 2.23904 -1.73414
C 1.06185 1.52623 -2.93796
H 0.90000 2.64038 0.87210
H -0.86930 2.68135 0.75345
H 0.94978 0.59070 -0.52004
H -2.02694 1.10839 -1.05638
H -1.02573 -0.09489 -1.81294
H -1.38542 -0.24199 -0.13333
H 1.17263 2.98777 -1.39687
H -0.43571 2.80430 -2.04709
H 0.45210 0.70342 -3.29202
H 2.02017 1.10958 -2.66631
H 1.22427 2.21028 -3.76730
H -1.95588 -2.56786 0.71454
H -0.50498 -2.58086 1.33075
O -1.08737 -3.00515 0.67645
H -2.80859 1.00033 1.87773
H -3.57658 1.62209 0.66220
O -3.65261 0.94404 1.35170
H 3.48627 1.92219 0.02560
H 4.45077 2.54204 -0.98794
O 3.65668 2.74760 -0.49939
H 0.58292 -3.59167 -1.60978
H -0.15917 -2.49569 -0.85275
O 0.49782 -2.62141 -1.55386
H 3.14070 -0.45498 0.53555
H 2.58434 0.59519 1.51682
O 3.35794 0.43360 0.93317
H 2.01377 -2.13494 1.07574
H 1.93528 -2.26868 -0.49181
O 2.55203 -2.19626 0.26743
H -3.48107 -0.84572 0.91878
H -4.06139 -1.92574 -0.00054
O -3.52794 -1.81358 0.79416
H -0.31190 -4.70997 0.26206
H 1.21132 -4.93446 0.33883
O 0.40765 -5.27196 -0.07897
H 0.88121 -2.29042 3.32122
H 0.77938 -1.01630 2.43482
O 0.75312 -2.02563 2.39074
H -2.25681 3.03411 -0.98452
H -2.92077 3.98134 0.01412
O -3.11721 3.32522 -0.66536
*
```

Summary:
HOMO-LUMO gap = 9.325 eV
Energy above the lowest of the compared OMol25 structures with the same formula, charge and spin = 0.0 kcal/mol
Highest occupied orbital energy = -6.50 eV

Let's list molar mass in order: 101.084 484.469 624.478 56.088 97.117 415.846 284.825 295.302 u.